Record 1
Here is the molecule C3H5N from the OMol25 dataset. Energies are from wB97M-V/def2-TZVPD.

Each line ends with the Mulliken charge.
Element x y z (Å)
C: 0.47913 1.31249 -0.77227  0.2429
C: 0.05081 -0.08223 -0.61538  -0.2919
N: 0.70852 2.45282 -0.69431  -0.3962
H: 0.48995 -0.17316 1.51449  0.3226
H: -0.32457 -1.82112 0.96397  0.2918
H: -0.87942 -0.08616 -1.27532  0.2392
H: 0.83577 -0.79204 -1.06141  0.2448
C: -0.21363 -0.68396 0.86476  -0.9111
H: -1.14656 -0.12665 1.07547  0.2578

The largest force on an atom is 2.73 eV/Å. As for the structure (SMILES): CCC#N. As for the total energy: -172.02819 Eh. As for the net charge: 0. Its frontier orbital gap is 12.2 eV. The energy above the lowest of the compared OMol25 structures with the same formula, charge and spin is 16.9 kcal per mole. The value obtained for the LUMO energy is 0.821 eV.



Record 2
Here is a structure of composition C42H37BeNP2Si from the OMol25 dataset. Energies are from wB97M-V/def2-TZVPD.

Each line ends with the Mulliken charge.
Element x y z (Å)
H: 0.89705 4.43781 3.15148  0.4841
C: -2.36498 -1.47901 -1.27676  -0.0396
C: -2.21100 -3.27887 3.29168  -0.6852
C: -0.85130 1.89548 2.92550  -1.0052
H: -2.21637 0.31294 4.70521  0.3553
C: 1.73006 2.49783 -1.11412  -1.2646
H: 6.14003 -1.97826 0.33880  0.3989
C: -4.13682 1.92417 -3.89461  -0.6739
H: -4.00168 3.92892 -4.65560  0.3870
Be: -0.31087 0.75953 0.30729  -1.1761
C: -2.78322 -3.86547 -1.03486  -0.6410
H: -4.08955 0.01804 -2.92585  0.4352
P: 1.35011 0.68315 -1.15312  2.0963
C: 3.72968 -0.10320 4.70106  -0.6765
H: 1.74742 -2.06045 -5.25160  0.4104
H: 0.61837 -1.43625 4.78085  0.3772
C: 2.86240 -1.14645 0.26762  -0.4754
H: -3.68630 -1.39844 5.69031  0.4076
C: 2.89693 -0.15703 -0.70840  0.0731
H: -2.53045 4.70251 -2.81836  0.4203
C: -1.82660 -3.03447 -3.06836  -0.6196
H: -3.24683 -2.40179 0.45120  0.4783
H: -0.77527 -2.56199 1.87150  0.4106
C: 1.28786 0.04087 3.37205  0.7530
H: -4.78536 1.58268 -4.69233  0.3995
C: -3.74774 1.04677 -2.89219  -0.2514
C: 0.00354 2.76041 2.04470  -0.0787
C: -2.48233 2.78715 -1.85057  -0.4315
H: -0.32924 1.90030 -3.15976  0.1251
H: 3.99170 -2.56424 1.41229  0.4469
H: -1.91783 1.97470 2.69382  0.5117
H: -2.24525 -5.11063 -2.70127  0.3824
H: 2.80449 2.65494 -1.21567  0.5668
C: 1.21874 2.99161 0.20891  -0.2617
H: -0.88925 1.30954 -5.46423  0.4431
C: -2.87299 3.67495 -2.84640  -0.5671
H: -1.51936 -0.92535 -3.17714  0.3795
H: -0.69256 2.09510 3.98494  0.5328
C: -1.87020 -1.74367 -2.55769  0.2148
C: -1.38411 -1.01467 3.23366  0.2374
C: 5.23041 -1.47120 0.04388  -0.5000
C: 0.40236 -0.40961 -5.51156  -0.6167
H: 0.14263 -0.67887 -6.52722  0.3811
H: -3.43281 0.16622 0.50707  -0.4013
C: -2.82677 -2.57078 -0.53482  -0.4860
C: -2.90665 1.45637 -1.85333  0.4058
H: 4.14514 0.92365 -2.08865  0.4424
C: -1.39446 -2.31166 2.72603  -0.2627
H: 1.24760 2.96429 -1.97564  0.5920
C: 0.15607 1.04930 -3.61855  -0.6541
C: 1.44595 -0.81720 4.45771  -0.8962
H: 2.78271 -1.55979 5.95896  0.4322
N: 0.22920 2.25885 0.79473  1.2271
H: 6.21293 -0.23099 -1.41031  0.4057
C: 2.36487 0.82777 2.95353  0.0396
C: 3.57717 0.75552 3.62081  -0.8880
C: 1.60718 3.99768 1.07137  -1.1253
H: 4.67881 -0.16029 5.21860  0.4005
C: 1.06674 0.27681 -2.89654  0.9614
H: -3.15669 -4.68935 -0.43776  0.4090
C: 5.27301 -0.48739 -0.93914  -0.8417
C: -3.03584 -2.95194 4.35923  -0.5031
C: 0.82851 3.84458 2.25292  -0.9849
C: 2.66532 -0.88931 5.11728  -0.7851
C: -2.21366 -0.69299 4.30480  -0.3952
H: -2.21514 -4.28308 2.88773  0.4051
H: 2.36871 4.74063 0.89249  0.5327
H: -1.43914 -3.20336 -4.06606  0.4354
C: 1.30306 -1.18455 -4.79681  -0.7438
H: -3.68213 -3.70382 4.79289  0.3899
C: -0.17214 0.70833 -4.91994  -0.6482
C: -3.03932 -1.65805 4.86254  -0.7568
H: 2.25258 1.50424 2.11430  -0.2283
C: 4.11155 0.16480 -1.31531  -0.0715
Si: -2.32052 0.25923 -0.49878  0.6416
C: -2.27736 -4.10316 -2.30555  -0.5578
H: 4.40452 1.37203 3.29310  0.4662
C: 4.02747 -1.80244 0.64442  -0.6111
H: -1.82865 3.13782 -1.05520  0.3159
C: -3.69758 3.24282 -3.87489  -0.4590
C: 1.63423 -0.84607 -3.49094  -0.8979
H: 2.32955 -1.46220 -2.93463  0.4253
P: -0.28109 0.19265 2.45957  1.8267
H: 1.92076 -1.39462 0.74362  0.2994

The largest force on an atom is 0.18 eV/Å. As for the total energy: -2664.47253 Eh. As for the net charge: 0. Its frontier orbital gap is 7.8 eV. The energy above the lowest of the compared OMol25 structures with the same formula, charge and spin is 0.0 kcal per mole. The value obtained for the LUMO energy is 0.602 eV.



Record 3
Here is the ion C6H16N3O with charge +1 from the OMol25 dataset. Energies are from wB97M-V/def2-TZVPD.

Each line ends with the Mulliken charge.
Element x y z (Å)
H: 0.58409 -1.63221 -0.03812  0.3369
C: 1.95735 -0.45045 -1.07116  -0.7986
H: -4.22819 -0.82810 0.49437  0.3138
H: 2.12860 -2.50719 -0.14390  0.3529
N: 0.97595 0.66591 -0.95653  0.0015
H: -0.70191 -0.44973 -1.98246  0.2814
H: 1.30616 1.38555 -1.65279  0.3658
C: 1.67930 -1.44705 0.01304  -0.5308
H: 3.83272 -0.67239 1.92644  0.2581
N: 3.35098 -0.22787 1.22167  -0.5474
H: -4.12106 0.66437 1.28888  0.3098
H: 0.97816 1.05124 -0.02049  0.4660
C: -0.42547 0.29757 -1.27296  -1.1892
H: 1.94900 -1.33394 2.09116  0.2476
H: -3.28824 1.68155 -0.77318  0.3804
H: -1.54723 2.14149 0.92979  0.4132
C: -2.87559 0.70502 -0.68289  -0.5285
H: -3.08175 -0.11477 -1.42645  0.2651
C: -1.35990 0.90981 -0.53811  0.9514
H: 1.85028 -0.90285 -2.16191  0.3351
C: -3.43612 0.03348 0.67729  -0.9747
H: -2.69739 -0.33024 1.38994  0.3120
O: -0.87595 1.58364 0.48655  -0.5813
N: 1.95826 -0.75914 1.28972  -0.2717
H: 2.97956 -0.14277 -0.74606  0.5977
H: 3.10839 0.67906 1.65813  0.2332

The largest force on an atom is 3.84 eV/Å. As for the structure (SMILES): CC/C(O)=C/[NH2+]CCNN. As for the total energy: -477.38008 Eh. As for the net charge: +1. Its frontier orbital gap is 10.4 eV. The energy above the lowest of the compared OMol25 structures with the same formula, charge and spin is 76.5 kcal per mole. The value obtained for the LUMO energy is -2.697 eV.



net charge of number 1 (C3H5N)?
0